Record 1
ORCA calculation (ωB97M-V with the def2-TZVPD basis set) on the molecule C6H16BO3P in a non-equilibrium geometry.

XYZ file:
```
27
Properties=species:S:1:pos:R:3:forces:R:3:mulliken_charge:R:1
C -1.087 -3.793 -0.907 0.0 0.2 -0.2 -0.96
C -1.600 -2.805 -1.940 0.3 0.1 -0.1 -0.39
O -0.668 -1.747 -2.146 -0.1 -0.2 0.1 -0.33
C -1.224 -0.462 -2.002 0.5 -0.1 0.1 -0.49
C -0.069 0.512 -1.954 0.0 -0.8 -0.1 -0.63
O 0.811 0.120 -0.912 0.0 0.3 0.0 -0.33
C 1.228 1.182 -0.088 -0.1 -0.2 0.2 -0.53
P 0.000 1.556 1.265 -0.6 -0.6 0.0 -0.23
B 0.933 2.396 2.694 0.4 0.8 -0.2 0.42
C 2.219 1.815 3.380 -0.3 0.3 0.1 -1.00
O 0.426 3.586 3.205 -0.6 -1.0 0.6 -0.52
H -0.411 -3.281 -0.233 0.1 0.1 0.2 0.29
H -1.924 -4.181 -0.341 -0.1 -0.3 0.2 0.31
H -0.557 -4.610 -1.378 0.2 -0.2 0.0 0.27
H -2.555 -2.400 -1.616 -0.2 0.2 0.0 0.34
H -1.753 -3.308 -2.893 -0.2 0.0 -0.2 0.31
H -1.864 -0.246 -2.857 -0.3 0.3 -0.1 0.32
H -1.782 -0.382 -1.070 -0.3 -0.1 0.2 0.37
H -0.427 1.528 -1.823 -0.1 0.2 0.0 0.47
H 0.451 0.420 -2.904 0.3 0.2 -0.2 0.28
H 1.464 2.064 -0.673 0.1 0.3 -0.1 0.44
H 2.132 0.851 0.407 0.3 0.0 0.1 0.35
H -0.800 2.594 0.738 0.3 0.2 0.0 -0.03
H 2.230 2.186 4.400 0.0 0.1 0.3 0.28
H 3.131 2.184 2.924 0.3 -0.1 -0.3 0.34
H 2.235 0.735 3.439 0.1 -0.3 -0.3 0.34
H -0.538 3.487 3.286 0.3 0.7 -0.4 0.30
```
Positions in Å, forces in eV/Å.

HOMO energy (eV): -8.720
Energy above the lowest of the compared OMol25 structures with the same formula, charge and spin (eV): 1.466
SMILES: CCOCCOCPB(C)O
LUMO (eV): 0.57

***

Record 2
ORCA calculation (ωB97M-V with the def2-TZVPD basis set) on a cluster of 2 separate species, CH2N2O2S in total in a non-equilibrium geometry.

XYZ file:
```
8
Properties=species:S:1:pos:R:3:forces:R:3:mulliken_charge:R:1
C 0.638 -0.104 -0.053 -0.9 2.4 0.4 -0.07
N -3.332 -2.330 0.286 -2.0 -3.6 1.3 -0.33
N -2.895 -1.442 -0.166 -0.4 -1.2 1.0 0.87
O -2.384 -0.500 -0.524 2.4 4.8 -2.3 -0.54
O 1.414 -0.821 -0.710 -0.6 0.8 0.7 -0.17
S 2.221 -2.073 0.010 0.7 -1.8 0.4 -0.30
H 0.170 -0.225 0.994 1.3 -0.7 -1.7 0.27
H 0.537 0.903 -0.504 -0.6 -0.7 0.1 0.26
```
Positions in Å, forces in eV/Å.

HOMO energy (spin up / spin down) (eV): -8.375 / -8.365
Energy above the lowest of the compared OMol25 structures with the same formula, charge and spin (eV): 7.020
LUMO (spin up / spin down) (eV): -1.00 / -1.02

***

Record 3
ORCA calculation (ωB97M-V with the def2-TZVPD basis set) on the ion C2HO3S with charge -1 in a non-equilibrium geometry.

XYZ file:
```
7
Properties=species:S:1:pos:R:3:forces:R:3:mulliken_charge:R:1
C -0.173 -0.401 -0.676 0.3 -1.5 0.3 -0.91
C -0.195 0.489 -1.583 -0.6 4.4 -0.9 0.85
O -0.006 1.156 1.822 0.1 -0.6 -0.4 -0.55
O -0.285 1.581 -2.184 0.4 -3.9 1.4 -0.61
O 0.960 -1.078 1.755 2.2 -1.5 0.4 -0.51
S -0.160 -0.259 1.446 -2.5 2.5 0.0 0.54
H -0.141 -1.488 -0.579 0.0 0.6 -0.9 0.20
```
Positions in Å, forces in eV/Å.

HOMO energy (eV): -3.909
Energy above the lowest of the compared OMol25 structures with the same formula, charge and spin (eV): 2.301
Charge: -1
LUMO (eV): 3.92

***

Record 4
ORCA calculation (ωB97M-V with the def2-TZVPD basis set) on a structure of composition CdI2N3O9 in a non-equilibrium geometry.

XYZ file:
```
15
Properties=species:S:1:pos:R:3:forces:R:3:mulliken_charge:R:1
Cd -0.781 -1.534 -0.532 -0.8 1.3 0.2 1.18
N 1.495 1.740 0.425 0.2 0.8 0.5 0.85
O 1.135 2.922 0.661 0.1 0.0 0.0 -0.71
O 0.737 0.975 -0.168 -0.3 -0.4 -0.5 -0.52
O 2.625 1.364 0.810 0.2 -0.2 -0.1 -0.68
N -1.858 1.342 -1.822 0.8 1.1 -1.2 0.97
O -1.910 2.355 -1.135 -0.5 -0.1 0.4 -0.59
O -2.080 0.204 -1.345 -0.4 -0.7 0.7 -0.59
O -1.581 1.431 -3.039 -0.2 -0.1 -0.1 -0.66
N 1.329 -1.462 2.015 -0.6 0.2 0.4 0.91
O 2.472 -1.902 2.127 0.4 -0.3 -0.1 -0.64
O 0.716 -1.617 0.917 1.2 -0.6 0.6 -0.54
O 0.757 -0.908 2.958 0.0 0.0 -0.1 -0.65
I -0.099 -2.598 -2.830 0.3 -0.6 -1.0 -0.65
I -2.957 -2.312 0.958 -0.5 -0.4 0.3 -0.69
```
Positions in Å, forces in eV/Å.

HOMO energy (eV): 0.849
Energy above the lowest of the compared OMol25 structures with the same formula, charge and spin (eV): 0.000
Charge: -3
LUMO (eV): 6.51

***

Record 5
ORCA calculation (ωB97M-V with the def2-TZVPD basis set) on a cluster of 4 separate species, C6H22N2O3 in total in a non-equilibrium geometry.

XYZ file:
```
33
Properties=species:S:1:pos:R:3:forces:R:3:mulliken_charge:R:1
C -1.042 1.693 2.168 -0.9 -0.1 0.3 -1.18
C 0.200 1.812 1.345 0.7 0.8 -1.4 -0.68
C 0.142 0.968 0.042 -0.1 -0.7 1.4 0.05
C 1.373 1.209 -0.810 -1.3 0.4 -0.8 -1.38
N 1.312 0.439 -2.091 0.9 0.4 0.2 -0.37
C 1.990 -0.841 -2.112 1.2 -1.1 -1.0 -1.08
N -0.059 -0.482 0.378 0.0 0.8 -0.6 -0.19
C -1.424 -0.890 0.061 -0.3 -1.5 0.8 -1.10
H -1.031 2.372 3.044 -0.1 -0.5 -0.5 0.38
H -1.924 1.897 1.540 0.2 0.3 0.3 0.26
H -1.206 0.653 2.471 0.3 0.2 0.4 0.29
H 0.317 2.812 0.917 -0.4 0.5 0.3 0.34
H 1.117 1.765 1.947 -0.1 -0.9 -0.2 0.38
H -0.774 1.258 -0.472 0.2 0.4 -0.3 0.63
H 2.197 1.030 -0.142 1.0 -0.4 -0.2 0.38
H 1.386 2.271 -1.115 0.0 -0.4 0.3 0.42
H 1.738 0.998 -2.819 -0.1 0.2 0.1 0.32
H 1.304 -1.681 -1.896 0.7 0.3 0.3 0.31
H 2.963 -0.837 -1.608 -0.6 -0.2 1.3 0.36
H 2.489 -1.105 -3.073 -1.3 0.5 -0.3 0.37
H 0.586 -1.041 -0.162 -0.1 0.0 -0.2 0.32
H -1.669 -1.194 -0.968 0.3 0.5 0.1 0.25
H -1.666 -1.735 0.707 0.2 -0.5 -0.3 0.34
H -2.162 -0.204 0.444 0.0 0.8 -0.3 0.35
O -3.169 -1.957 2.620 -1.5 0.8 0.9 -0.64
H -3.729 -1.897 1.827 1.1 -0.5 0.2 0.34
H -2.326 -2.382 2.553 0.2 -0.4 -0.9 0.32
O 2.275 -2.164 1.453 0.2 -0.3 -0.1 -0.66
H 2.120 -3.083 1.710 -0.1 0.3 -0.1 0.31
H 1.411 -1.765 1.277 -0.1 0.0 0.4 0.40
O -1.244 0.923 -2.874 1.2 -0.8 -0.6 -0.67
H -0.311 0.643 -2.610 -0.8 0.5 0.5 0.49
H -1.184 0.513 -3.750 -0.8 0.3 -0.1 0.34
```
Positions in Å, forces in eV/Å.

HOMO energy (eV): -9.125
Energy above the lowest of the compared OMol25 structures with the same formula, charge and spin (eV): 1.700
SMILES: CC[C@@H](CNC)NC.O.O.O
LUMO (eV): 0.59

***

Record 6
ORCA calculation (ωB97M-V with the def2-TZVPD basis set) on a cluster of 2 separate species, C6H12O in total in a non-equilibrium geometry.

XYZ file:
```
19
Properties=species:S:1:pos:R:3:forces:R:3:mulliken_charge:R:1
C -0.209 -0.143 0.038 0.7 -0.5 -0.6 -1.09
C -1.684 -0.436 0.374 0.3 -0.4 -0.3 0.07
C -2.690 -0.654 -0.720 0.1 -0.4 -0.1 -0.56
C -2.742 0.628 0.041 0.3 0.1 0.1 -0.67
H 0.744 -0.653 -0.587 -3.2 -0.8 0.9 0.26
H -0.183 0.741 -0.586 -0.2 0.5 0.6 0.34
H 0.360 -0.072 0.958 -0.3 0.8 0.2 0.33
H -1.890 -0.931 1.330 0.3 0.0 -0.5 0.39
H -2.281 -0.621 -1.726 -0.2 0.0 0.1 0.23
H -3.464 -1.396 -0.556 0.0 0.1 -0.1 0.26
H -2.433 1.549 -0.451 0.1 -0.3 0.1 0.22
H -3.573 0.770 0.736 0.4 -0.1 -0.1 0.25
C 3.271 -0.333 0.193 0.0 -0.1 0.1 -0.83
C 2.275 0.528 -0.535 0.9 1.4 0.3 -0.02
O 1.656 1.408 0.029 1.2 0.0 -0.5 -0.50
H 3.618 -1.203 -0.371 -0.1 0.2 0.0 0.33
H 4.110 0.358 0.336 0.1 -0.3 0.1 0.30
H 2.910 -0.642 1.178 0.0 0.1 -0.1 0.25
H 2.338 0.508 -1.642 -0.3 -0.2 0.0 0.44
```
Positions in Å, forces in eV/Å.

HOMO energy (eV): -9.665
Energy above the lowest of the compared OMol25 structures with the same formula, charge and spin (eV): 3.353
SMILES: CC1CC1.CC=O
LUMO (eV): 1.05

***

Record 7
ORCA calculation (ωB97M-V with the def2-TZVPD basis set) on the ion C3H6NO with charge +1 in a non-equilibrium geometry.

XYZ file:
```
11
Properties=species:S:1:pos:R:3:forces:R:3:mulliken_charge:R:1
C 1.322 -0.190 0.185 1.2 0.3 -0.3 -0.82
N 0.066 -0.622 0.776 0.0 -3.2 3.9 0.02
C -1.191 -0.056 0.323 -1.1 0.5 -0.4 -0.85
C 0.072 -1.457 1.825 0.0 -0.5 0.6 0.75
O 0.078 -2.201 2.737 0.0 3.3 -4.0 -0.20
H 1.743 0.651 0.738 -0.1 0.0 0.0 0.34
H 2.053 -0.999 0.167 -0.2 0.0 0.0 0.36
H 1.116 0.125 -0.837 -0.1 -0.1 0.1 0.32
H -2.032 -0.439 0.899 0.1 0.0 0.0 0.38
H -1.336 -0.312 -0.729 0.1 -0.1 0.1 0.34
H -1.156 1.031 0.422 0.1 -0.1 0.1 0.36
```
Positions in Å, forces in eV/Å.

HOMO energy (eV): -16.607
Energy above the lowest of the compared OMol25 structures with the same formula, charge and spin (eV): 0.609
Charge: +1
SMILES: C[N+](C)=C=O
LUMO (eV): -5.49